Here is a 4-piece molecular cluster, C23H45BFNO19PS6 overall from the Open Molecules 2025 dataset. Energies are from the ωB97M-V functional and the def2-TZVPD basis.

Values from the calculation:
electronic energy	-142660.579	eV
HOMO level	-0.194	Eh
orbital gap	6.4	eV
total charge	-1

```
97
Properties=species:S:1:pos:R:3:lowdin_charge:R:1
C -0.15 1.54 5.09 -0.149
C 0.87 1.35 3.78 -0.243
C 2.12 0.33 4.08 -0.210
C 2.47 -0.44 2.68 -0.210
C 4.00 -0.26 2.14 -0.211
C 4.34 1.20 1.47 -0.121
B 4.14 1.23 -0.19 -0.939
C 5.48 0.41 -0.68 -0.136
P 5.34 -0.43 -2.39 0.700
O 4.00 -1.23 -2.63 -0.394
O 5.72 0.74 -3.63 -0.279
O 6.64 -1.63 -2.46 -0.270
O 2.80 0.62 -0.35 0.005
C 1.78 1.71 -0.49 -0.333
O 1.56 2.62 0.66 -0.007
F 0.40 1.30 -0.82 -0.039
C 2.62 2.65 -1.54 -0.513
S 2.57 1.72 -3.19 0.783
C 2.05 4.12 -1.98 -0.173
C 0.42 4.28 -1.92 -0.234
C -0.39 3.74 -3.24 -0.455
S -1.85 2.61 -2.79 0.758
C -1.77 0.99 -3.71 -0.934
S -1.86 1.08 -5.44 0.572
N -1.61 -0.39 -3.13 -0.217
C -0.22 -0.97 -3.30 -0.145
C -0.36 -2.62 -3.07 -0.148
O -1.25 -2.98 -1.96 -0.221
C -1.43 -1.86 -1.02 -0.146
C -2.16 -0.54 -1.74 -0.150
O 3.95 2.58 -0.83 -0.034
H -1.25 1.23 4.74 0.081
H 0.14 0.87 6.00 0.065
H -0.17 2.69 5.31 0.048
H 1.35 2.39 3.44 0.113
H 0.16 1.00 2.90 0.097
H 1.70 -0.49 4.84 0.103
H 3.04 0.82 4.62 0.115
H 1.65 -0.20 1.84 0.108
H 2.33 -1.61 2.90 0.107
H 4.15 -1.07 1.28 0.112
H 4.78 -0.55 2.98 0.105
H 3.74 2.05 2.01 0.104
H 5.49 1.41 1.68 0.099
H 6.35 1.23 -0.76 0.111
H 5.87 -0.39 0.08 0.100
H 6.46 1.37 -3.31 0.089
H 7.41 -1.23 -2.99 0.070
H 0.57 2.62 0.85 0.118
H 3.43 2.39 -4.10 -0.077
H 2.37 4.30 -3.10 0.094
H 2.60 4.96 -1.34 0.135
H -0.09 3.81 -0.97 0.090
H 0.21 5.45 -1.83 0.119
H -0.89 4.70 -3.75 0.086
H 0.29 3.26 -4.07 0.062
H 0.17 -0.76 -4.41 0.132
H 0.57 -0.60 -2.53 0.114
H 0.70 -3.15 -2.99 0.141
H -0.85 -3.07 -4.06 0.125
H -0.41 -1.59 -0.52 0.136
H -2.13 -2.27 -0.14 0.143
H -3.32 -0.74 -1.81 0.112
H -1.97 0.35 -1.01 0.105
C -4.72 -1.00 -4.14 -0.189
C -4.24 -2.37 -4.60 -0.165
O -5.41 -3.04 -5.07 -0.216
S -6.43 -1.93 -5.70 0.674
O -6.25 -1.92 -7.13 -0.240
O -7.72 -2.09 -5.07 -0.250
O -5.71 -0.61 -5.08 -0.188
H -5.18 -1.05 -3.15 0.126
H -3.90 -0.27 -4.12 0.068
H -3.77 -2.94 -3.79 0.124
H -3.54 -2.29 -5.44 0.136
C 0.38 2.08 9.94 -0.175
C 0.69 3.55 10.23 -0.181
O 1.40 4.01 9.08 -0.195
S 0.86 3.21 7.76 0.660
O -0.12 4.04 7.10 -0.246
O 2.00 2.63 7.08 -0.227
O 0.07 2.02 8.55 -0.199
H 1.25 1.45 10.12 0.133
H -0.46 1.72 10.54 0.135
H 1.29 3.68 11.13 0.134
H -0.23 4.14 10.31 0.131
C -5.31 -5.34 -2.51 -0.178
C -6.08 -6.31 -1.61 -0.175
O -5.08 -7.12 -1.00 -0.198
S -3.72 -6.24 -0.81 0.676
O -3.69 -5.74 0.55 -0.238
O -2.62 -6.96 -1.40 -0.230
O -4.12 -5.01 -1.79 -0.204
H -5.01 -5.83 -3.45 0.138
H -5.89 -4.44 -2.74 0.130
H -6.79 -6.92 -2.16 0.136
H -6.60 -5.76 -0.81 0.132
```

***

Here is C23H45Cl3CrN2O4PSi as an isolated structure from the Open Molecules 2025 dataset. Energies are from the ωB97M-V functional and the def2-TZVPD basis.

Values from the calculation:
2S+1	5
electronic energy	-118912.095	eV
HOMO level (alpha / beta)	-0.081 / -0.184	Eh
orbital gap (alpha / beta)	4.0 / 6.8	eV
⟨S²⟩	6.010
relative energy (zero: lowest compared OMol25 entry of this formula, charge and spin)	3.54	kcal/mol
total charge	-1

```
80
Properties=species:S:1:pos:R:3:lowdin_charge:R:1
C 3.59 -1.23 -2.49 -0.048
C 2.91 -0.31 -3.47 -0.208
H 2.92 -2.08 -2.29 0.079
H 3.83 -0.71 -1.55 0.045
H 4.54 -1.61 -2.91 0.089
C 2.54 -0.79 -4.68 -0.164
C 2.68 -2.20 -5.15 -0.119
H 2.10 -0.15 -5.44 0.093
H 2.22 -2.92 -4.46 0.066
H 3.73 -2.51 -5.29 0.070
H 2.18 -2.31 -6.12 0.063
Cr 2.90 1.46 -0.14 -0.049
Cl 2.05 3.34 0.54 -0.102
Cl 4.97 1.50 0.50 -0.047
H -4.91 -0.45 5.70 0.097
H -3.83 2.39 5.78 0.094
C -3.89 -0.58 6.09 -0.046
C -3.04 1.75 6.22 -0.056
N -2.99 0.44 5.59 -0.201
H -3.53 -1.57 5.82 0.086
C -2.36 0.27 4.41 -0.301
O -2.37 -0.78 3.75 -0.029
H -2.08 2.26 6.08 0.088
H -1.80 1.17 4.10 0.149
H -3.93 -0.47 7.18 0.081
H -3.25 1.62 7.28 0.083
H -1.53 -3.82 2.12 0.094
H -1.87 -3.75 -0.68 0.091
C -2.63 -3.88 2.06 -0.054
C -2.93 -3.74 -0.40 -0.044
N -3.14 -3.14 0.91 -0.187
H -3.05 -3.47 2.99 0.079
C -3.56 -1.86 1.00 -0.325
O -3.76 -1.13 0.02 -0.059
H -3.48 -3.15 -1.15 0.087
H -3.68 -1.52 2.05 0.117
H -2.91 -4.94 1.97 0.081
H -3.32 -4.76 -0.35 0.082
O 3.10 1.64 -1.87 -0.430
C 2.90 1.25 -3.20 -0.312
C 0.66 1.41 -4.55 -0.115
C 1.78 2.01 -3.94 -0.153
H 0.38 0.39 -4.25 0.042
C -0.15 2.08 -5.49 -0.098
H 3.81 1.57 -3.76 0.146
C 1.98 3.37 -4.20 -0.026
H -0.96 1.53 -6.00 0.101
C 0.12 3.42 -5.78 -0.119
C 1.18 4.06 -5.12 -0.093
H 2.78 3.86 -3.64 0.123
H -0.51 3.95 -6.51 0.089
H 1.38 5.12 -5.33 0.090
Si -1.66 0.11 -1.67 0.154
Cl -0.77 -1.33 -2.78 0.397
C -3.24 0.35 -2.68 -0.225
C -0.89 1.80 -1.85 -0.209
C -0.83 -0.23 0.06 -0.188
H -3.44 1.43 -2.68 0.024
H -4.09 -0.20 -2.27 0.004
H -3.07 0.06 -3.73 0.021
H -0.02 -0.94 -0.15 0.017
H -1.52 -0.69 0.76 -0.017
H -0.38 0.70 0.44 0.020
H -0.88 2.16 -2.89 0.018
H 0.15 1.75 -1.50 0.011
H -1.41 2.51 -1.21 0.050
C 1.15 -0.92 3.81 -0.168
P 2.30 0.21 3.00 0.601
C 2.41 1.55 4.22 -0.169
C 3.90 -0.62 3.03 -0.202
O 1.94 0.62 1.58 -0.507
H 1.66 -1.87 3.99 0.049
H 0.24 -1.09 3.22 0.037
H 0.84 -0.49 4.77 0.040
H 3.13 1.27 5.00 0.052
H 2.72 2.49 3.74 0.054
H 1.43 1.68 4.69 0.037
H 3.75 -1.62 2.60 0.057
H 4.61 -0.06 2.41 -0.029
H 4.23 -0.68 4.08 0.049
```

***

Here is a 3-piece molecular cluster, C23H45F13N7O2P2 overall from the Open Molecules 2025 dataset. Energies are from the ωB97M-V functional and the def2-TZVPD basis.

Values from the calculation:
electronic energy	-92987.254	eV
HOMO level	-0.356	Eh
orbital gap	6.1	eV
total charge	+1

```
92
Properties=species:S:1:pos:R:3:lowdin_charge:R:1
C 2.67 -3.60 2.54 0.120
C 2.01 -3.13 1.37 -0.061
C 1.36 -3.03 -0.14 -0.141
N 2.13 -2.16 -1.11 -0.009
C 3.63 -2.21 -0.95 -0.113
C 4.07 -0.86 -0.10 -0.051
C 5.04 0.18 -0.93 -0.186
F 4.67 0.38 -2.35 0.014
F 6.41 -0.46 -0.95 0.001
C 5.21 1.57 -0.06 -0.106
F 5.52 1.13 1.35 0.022
F 6.44 2.24 -0.55 0.058
C 3.88 2.51 0.00 -0.083
F 2.77 2.09 -0.90 0.033
F 3.33 2.38 1.40 0.030
C 4.13 4.11 -0.26 -0.071
F 2.75 4.73 -0.35 0.027
F 4.77 4.43 -1.58 0.046
C 4.90 4.91 0.95 -0.086
F 5.77 4.07 1.80 0.057
F 5.81 5.90 0.27 0.037
C 3.93 5.78 1.94 -0.120
F 2.83 5.02 2.57 0.047
F 3.46 7.07 1.29 0.042
F 4.82 6.24 3.07 0.032
H 3.17 -4.07 3.51 0.089
H 0.29 -2.52 -0.01 0.159
H 1.12 -4.10 -0.61 0.164
H 1.92 -2.55 -2.08 0.168
H 1.77 -1.16 -1.12 0.195
H 4.05 -3.21 -0.53 0.165
H 4.09 -2.09 -2.04 0.159
H 4.72 -1.26 0.81 0.157
H 3.13 -0.35 0.40 0.151
O -0.51 2.31 4.16 -0.325
P -1.37 3.56 4.46 0.774
N -2.81 2.61 4.45 -0.319
C -4.14 2.99 4.00 -0.138
C -2.93 1.66 5.57 -0.142
N -1.14 4.18 2.86 -0.332
C -2.20 4.41 1.90 -0.148
C 0.05 3.73 2.13 -0.159
N -2.36 5.00 4.82 -0.268
C -1.61 6.27 4.64 -0.133
C -2.80 5.05 6.23 -0.136
H -4.66 3.67 4.68 0.070
H -4.79 2.10 3.90 0.085
H -4.16 3.43 3.01 0.046
H -3.11 2.18 6.51 0.060
H -2.01 1.08 5.69 0.070
H -3.73 0.94 5.41 0.079
H -2.60 3.46 1.50 0.083
H -1.84 4.99 1.04 0.080
H -3.01 5.01 2.31 0.071
H -0.10 2.72 1.72 0.078
H 0.94 3.72 2.77 0.050
H 0.29 4.39 1.29 0.072
H -0.70 6.28 5.25 0.086
H -2.23 7.13 4.91 0.085
H -1.32 6.45 3.60 0.072
H -1.95 4.93 6.91 0.088
H -3.53 4.27 6.46 0.058
H -3.31 5.99 6.46 0.090
O -1.07 -4.12 -2.40 -0.363
P -2.15 -4.41 -3.47 0.778
N -1.76 -6.09 -3.46 -0.319
C -1.77 -7.04 -4.56 -0.131
C -2.12 -6.79 -2.21 -0.137
N -1.19 -3.66 -4.71 -0.331
C -0.67 -4.35 -5.89 -0.140
C -0.19 -2.67 -4.29 -0.160
N -3.38 -4.74 -4.71 -0.258
C -3.88 -3.51 -5.37 -0.128
C -4.60 -5.36 -4.14 -0.129
H -2.78 -7.32 -4.88 0.073
H -1.25 -7.97 -4.29 0.090
H -1.24 -6.69 -5.44 0.049
H -3.21 -6.90 -2.12 0.063
H -1.77 -6.24 -1.33 0.067
H -1.67 -7.78 -2.15 0.083
H 0.15 -5.03 -5.63 0.086
H -0.28 -3.63 -6.62 0.084
H -1.45 -4.89 -6.43 0.075
H 0.71 -3.16 -3.88 0.056
H -0.60 -2.00 -3.53 0.068
H 0.13 -2.03 -5.12 0.084
H -4.28 -2.80 -4.63 0.088
H -4.68 -3.74 -6.09 0.090
H -3.12 -2.99 -5.96 0.074
H -4.99 -4.77 -3.30 0.091
H -4.43 -6.37 -3.79 0.061
H -5.39 -5.45 -4.89 0.094
```

***

Here is a 5-piece molecular cluster, C23H45IO11S overall from the Open Molecules 2025 dataset. Energies are from the ωB97M-V functional and the def2-TZVPD basis.

Values from the calculation:
electronic energy	-66034.182	eV
HOMO level	-0.344	Eh
orbital gap	9.7	eV
SMILES	O=S1(=O)C[C@H](CCCI)CCO1.CCOC(C)=O.CCOC(C)=O.CCOC(C)=O.CCOC(C)=O

```
81
Properties=species:S:1:pos:R:3:lowdin_charge:R:1
O -2.63 2.28 -4.66 -0.365
S -2.04 1.36 -3.54 0.849
O -1.47 2.31 -2.45 -0.368
C -3.46 0.37 -2.74 -0.148
C -4.01 -0.62 -3.96 -0.343
C -5.46 -1.32 -3.64 -0.159
C -6.61 -0.33 -4.33 -0.309
C -7.97 -0.20 -3.42 -0.627
I -9.04 1.67 -4.00 0.614
C -2.79 -1.67 -4.28 -0.138
C -1.58 -0.79 -5.01 -0.198
O -0.94 0.19 -4.11 -0.322
H -4.32 1.05 -2.33 0.134
H -3.05 -0.35 -1.87 0.121
H -4.13 0.07 -4.93 0.135
H -5.49 -2.41 -4.06 0.118
H -5.59 -1.32 -2.45 0.125
H -6.80 -0.63 -5.46 0.124
H -6.13 0.76 -4.38 0.091
H -8.71 -1.07 -3.74 0.061
H -7.74 -0.23 -2.26 0.072
H -3.17 -2.56 -4.96 0.136
H -2.35 -2.20 -3.30 0.139
H -2.00 -0.31 -6.01 0.147
H -0.73 -1.59 -5.28 0.144
O 0.31 -3.46 -3.42 0.070
C 1.32 -2.78 -3.23 -0.493
O 2.54 -3.28 -3.53 -0.004
C 3.76 -2.51 -3.53 -0.221
C 4.35 -2.44 -2.13 -0.079
C 1.22 -1.43 -2.59 0.021
H 3.60 -1.52 -3.97 0.117
H 4.46 -3.04 -4.18 0.124
H 3.68 -1.94 -1.43 0.059
H 5.30 -1.90 -2.14 0.086
H 4.52 -3.45 -1.74 0.081
H 1.18 -1.55 -1.51 0.104
H 0.30 -0.95 -2.94 0.060
H 2.04 -0.76 -2.86 0.079
O -1.62 -0.54 0.07 0.044
C -1.64 0.48 0.76 -0.491
O -2.30 0.50 1.93 -0.006
C -2.23 1.57 2.89 -0.221
C -3.22 2.68 2.55 -0.063
C -1.00 1.75 0.26 0.002
H -1.21 1.94 3.00 0.105
H -2.51 1.14 3.86 0.123
H -2.99 3.13 1.58 0.070
H -3.20 3.46 3.31 0.084
H -4.23 2.27 2.48 0.081
H -1.69 2.26 -0.41 0.069
H -0.09 1.48 -0.29 0.093
H -0.68 2.42 1.06 0.075
O 0.96 4.31 3.39 0.066
C 1.60 3.63 4.19 -0.501
O 1.00 2.65 4.89 -0.014
C 1.69 1.68 5.70 -0.230
C 1.96 2.23 7.09 -0.065
C 3.05 3.94 4.46 0.009
H 2.60 1.33 5.21 0.064
H 1.03 0.81 5.78 0.126
H 2.60 3.11 7.06 0.066
H 2.43 1.48 7.72 0.081
H 1.02 2.55 7.56 0.082
H 3.11 4.75 5.20 0.098
H 3.51 4.27 3.53 0.095
H 3.62 3.09 4.81 0.068
O 3.79 0.22 4.21 0.063
C 4.41 -0.65 3.60 -0.469
O 4.38 -0.68 2.25 0.007
C 5.20 -1.54 1.44 -0.221
C 4.56 -2.91 1.28 -0.070
C 5.11 -1.75 4.34 0.012
H 6.22 -1.60 1.83 0.117
H 5.28 -1.07 0.45 0.114
H 4.46 -3.42 2.24 0.070
H 5.16 -3.54 0.62 0.079
H 3.56 -2.81 0.86 0.083
H 4.39 -2.53 4.60 0.103
H 5.54 -1.33 5.25 0.097
H 5.94 -2.19 3.79 0.071
```

***

Here is C23H45N3O34S6 as an isolated structure from the Open Molecules 2025 dataset. Energies are from the ωB97M-V functional and the def2-TZVPD basis.

Values from the calculation:
electronic energy	-163663.756	eV
HOMO level	-0.351	Eh
orbital gap	9.5	eV

```
111
Properties=species:S:1:pos:R:3:lowdin_charge:R:1
C 0.10 -3.03 3.73 0.065
N -0.18 -4.43 4.15 -0.459
O -0.66 -5.18 3.35 0.066
O 0.23 -4.77 5.22 0.087
H -0.67 -2.39 4.15 0.113
H 0.26 -3.00 2.66 0.070
H 1.04 -2.82 4.25 0.062
C -1.60 -1.88 -4.06 0.037
N -2.65 -1.88 -5.10 -0.485
O -3.31 -2.85 -5.28 0.070
O -2.82 -0.83 -5.64 0.088
H -1.95 -2.37 -3.15 0.078
H -1.26 -0.89 -3.83 0.073
H -0.83 -2.52 -4.48 0.113
C -0.25 -0.23 0.66 0.089
N 0.41 -0.71 -0.57 -0.466
O 1.57 -0.86 -0.57 0.079
O -0.27 -0.90 -1.52 0.079
H -1.30 -0.17 0.42 0.094
H 0.15 0.77 0.83 0.082
H -0.02 -0.90 1.48 0.095
O -3.75 -2.19 2.33 0.134
C -3.83 -2.03 1.16 -0.504
O -4.04 -0.78 0.67 -0.009
C -4.28 -0.79 -0.75 -0.139
C -4.50 -2.27 -1.10 -0.138
C -3.76 -3.02 0.01 -0.052
H -3.50 -0.33 -1.37 0.121
H -5.21 -0.24 -0.93 0.127
H -4.20 -2.51 -2.12 0.102
H -5.56 -2.52 -1.06 0.120
H -2.69 -3.05 -0.20 0.124
H -4.15 -3.97 0.35 0.127
O -2.98 3.97 -5.89 0.143
C -2.23 3.57 -5.08 -0.507
O -1.10 2.94 -5.46 0.025
C -0.14 2.88 -4.36 -0.126
C -0.98 3.13 -3.12 -0.147
C -2.30 3.78 -3.57 -0.048
H 0.64 3.60 -4.62 0.128
H 0.32 1.89 -4.32 0.106
H -0.34 3.62 -2.39 0.088
H -1.19 2.15 -2.68 0.107
H -2.50 4.80 -3.29 0.127
H -3.07 3.12 -3.18 0.112
C 0.40 -7.14 0.63 -0.138
C 1.77 -6.72 1.14 -0.159
O 2.06 -5.44 0.59 -0.197
S 0.83 -4.89 -0.31 0.578
O 1.06 -5.14 -1.66 -0.180
O 0.52 -3.57 0.09 -0.228
O -0.23 -5.89 0.29 -0.190
H -0.23 -7.61 1.37 0.137
H 0.46 -7.74 -0.28 0.132
H 2.52 -7.39 0.71 0.133
H 1.83 -6.74 2.23 0.130
C 3.38 -2.07 1.46 -0.122
C 4.11 -3.15 2.23 -0.186
O 4.87 -2.44 3.18 -0.163
S 3.91 -1.37 3.85 0.605
O 4.60 -0.28 4.40 -0.188
O 2.95 -2.02 4.67 -0.226
O 3.19 -1.00 2.44 -0.218
H 2.40 -2.45 1.19 0.090
H 3.91 -1.61 0.63 0.132
H 4.73 -3.79 1.60 0.144
H 3.43 -3.88 2.70 0.125
C 4.66 0.35 -2.95 -0.124
C 3.56 1.45 -2.89 -0.179
O 3.19 1.65 -4.25 -0.180
S 3.08 0.18 -4.90 0.578
O 3.28 0.14 -6.28 -0.184
O 1.95 -0.44 -4.32 -0.220
O 4.45 -0.31 -4.22 -0.197
H 4.59 -0.44 -2.20 0.122
H 5.65 0.80 -2.97 0.128
H 3.85 2.39 -2.45 0.113
H 2.79 1.00 -2.26 0.099
C 2.08 5.82 1.16 -0.124
C 0.60 5.49 0.90 -0.164
O 0.63 4.77 -0.31 -0.188
S 2.03 4.04 -0.60 0.572
O 2.64 4.58 -1.74 -0.193
O 1.91 2.64 -0.49 -0.209
O 2.73 4.62 0.71 -0.199
H 2.29 5.88 2.22 0.138
H 2.37 6.70 0.58 0.134
H 0.04 6.40 0.75 0.143
H 0.24 4.96 1.76 0.090
C -4.28 3.43 2.68 -0.167
C -4.79 2.19 1.94 -0.157
O -3.69 1.92 1.08 -0.209
S -3.18 3.27 0.42 0.591
O -4.03 3.62 -0.64 -0.197
O -1.79 3.19 0.22 -0.203
O -3.50 4.16 1.75 -0.178
H -3.66 3.08 3.51 0.121
H -5.09 4.02 3.10 0.134
H -5.72 2.46 1.42 0.136
H -5.06 1.33 2.55 0.139
C 2.00 1.99 2.62 -0.132
C 1.94 1.59 4.10 -0.143
O 0.89 2.34 4.72 -0.169
S -0.22 2.71 3.62 0.585
O -0.75 3.99 3.85 -0.200
O -1.07 1.60 3.41 -0.207
O 0.83 2.81 2.41 -0.229
H 1.99 1.13 1.95 0.097
H 2.86 2.58 2.31 0.128
H 2.88 1.77 4.61 0.128
H 1.69 0.53 4.22 0.114
```